10
Properties=species:S:1:pos:R:3:forces:R:3 method="wB97M-V/def2-TZVPD" total_energy_ev=-3673.0586 total_charge=-1 relative_energy_ev=2.206 spin_multiplicity=2 e_lumo_ev="4.55 / 4.46" homo_lumo_gap_ev="6.02 / 5.82" e_homo_ev="-1.5 / -1.4"
C 2.045 0.319 0.415 1.562 -0.119 1.031
N 1.068 -0.433 0.301 -0.465 0.068 -0.383
C -2.553 -0.085 -0.451 -0.513 -0.365 0.465
H 2.132 1.409 0.685 -0.639 0.133 -0.378
H 3.126 -0.043 0.409 -0.007 -0.304 0.004
H 0.841 0.837 -1.177 -0.491 0.202 -0.293
H -3.130 -0.520 0.373 -0.161 0.077 -0.153
H -1.559 -0.499 -0.367 0.450 0.289 -0.177
H -2.571 0.992 -0.347 0.305 0.191 0.059
H -3.020 -0.340 -1.396 -0.041 -0.173 -0.174